The following is a quantum chemistry calculation of C4H4Br2 as an isolated structure in a non-equilibrium geometry, from the Open Molecules 2025 dataset.

Each line ends with the Löwdin charge.
Positions of all 10 atoms, in Å:
C: 0.6132 0.4598 1.3699  0.029
C: -0.0292 0.9490 0.5304  -0.215
C: 3.8417 -0.4832 0.6318  -1.125
C: -0.7206 1.6776 -0.5511  -0.084
Br: 3.7289 -1.6325 -0.8385  0.539
Br: 3.9464 1.3086 0.2945  0.586
H: 0.9634 -0.1288 2.2611  0.067
H: -1.6148 2.1726 -0.1344  0.092
H: -0.9243 0.9999 -1.3361  0.064
H: -0.0533 2.4194 -0.8229  0.046

Summary:
**2S+1**: 1
**Energy above the lowest of the compared OMol25 structures with the same formula, charge and spin**: 95.5 kcal per mole
**Frontier orbital gap**: 7.868 eV
**Energy**: -144292.283 eV
**E_HOMO**: -0.330 hartree